Formula: C5H11NO2
Source: the OMol25 dataset
Level of theory: ωB97M-V with the def2-TZVPD basis set

Geometry as XYZ:
```
19
Properties=species:S:1:pos:R:3
C -2.94218 -1.58787 0.31117
N -1.92347 -0.70723 0.15474
C -1.26442 -0.13670 1.31159
O -3.28684 -2.03856 1.37643
H -3.45586 -1.85139 -0.62333
H -1.51725 -0.55978 -0.74739
H -1.88639 -0.29173 2.18518
H -1.11255 0.93347 1.14601
H -0.26400 -0.54977 1.45840
C 2.55313 0.68042 0.60742
C 1.77898 0.12840 -0.56028
C 1.22475 0.92676 -1.46843
O 0.42486 0.41151 -2.45504
H 3.41664 0.09068 0.90527
H 2.86705 1.69458 0.35373
H 1.90717 0.76748 1.48414
H 1.65935 -0.93224 -0.75198
H 1.43807 1.98968 -1.50320
H 0.38299 1.03228 -3.18442
```

* energy above the lowest of the compared OMol25 structures with the same formula, charge and spin: 35.9 kcal per mole
* E_tot: -402.3209 hartree

=====

Formula: C3H2NaO3Rb
Source: the OMol25 dataset
Level of theory: ωB97M-V with the def2-TZVPD basis set

Geometry as XYZ:
```
10
Properties=species:S:1:pos:R:3
O -1.90353 1.54517 -0.01617
C -2.12586 0.38309 -0.01926
C -1.54296 -0.84893 -0.02212
H -1.72398 -1.43946 -0.92626
H -1.75711 -1.47308 0.85046
C 1.13560 -0.48318 0.01710
O 1.70113 0.64426 -0.01476
O 1.68610 -1.57862 0.10087
Na 3.78708 -0.55652 0.01278
Rb 0.74353 3.80727 0.01735
```

* energy above the lowest of the compared OMol25 structures with the same formula, charge and spin: 0.0 kcal per mole
* E_tot: -527.3788 hartree
* 2S+1: 2
* net charge: +1

=====

What did the first record say?
Formula: C5H11NO2
Source: the OMol25 dataset
Level of theory: ωB97M-V with the def2-TZVPD basis set

Geometry as XYZ:
```
19
Properties=species:S:1:pos:R:3
C -2.94218 -1.58787 0.31117
N -1.92347 -0.70723 0.15474
C -1.26442 -0.13670 1.31159
O -3.28684 -2.03856 1.37643
H -3.45586 -1.85139 -0.62333
H -1.51725 -0.55978 -0.74739
H -1.88639 -0.29173 2.18518
H -1.11255 0.93347 1.14601
H -0.26400 -0.54977 1.45840
C 2.55313 0.68042 0.60742
C 1.77898 0.12840 -0.56028
C 1.22475 0.92676 -1.46843
O 0.42486 0.41151 -2.45504
H 3.41664 0.09068 0.90527
H 2.86705 1.69458 0.35373
H 1.90717 0.76748 1.48414
H 1.65935 -0.93224 -0.75198
H 1.43807 1.98968 -1.50320
H 0.38299 1.03228 -3.18442
```

* energy above the lowest of the compared OMol25 structures with the same formula, charge and spin: 35.9 kcal per mole
* E_tot: -402.3209 hartree

=====

Look up the energy above the lowest of the compared OMol25 structures with the same formula, charge and spin of the second one. 0.0 kcal per mole

=====

The highest E_tot belongs to which entry? C5H11NO2

=====

Which value of energy above the lowest of the compared OMol25 structures with the same formula, charge and spin does entry 2 give? 0.0 kcal per mole